w) Formula: C2H2N4O2
Source: the OMol25 dataset
Level of theory: the ωB97M-V functional and the def2-TZVPD basis

Results
SMILES   O=C/N=c1\nno[nH]1

ORCA input file:
```
! RIJCOSX wB97M-V def2-TZVPD def2/J DEFGRID3
* xyz 0 1
O -2.115 -1.179 -2.032
C -1.647 -0.776 -0.922
N -0.675 0.174 -0.931
C 0.134 0.210 0.061
N 0.392 -0.622 1.199
N 1.520 -0.291 1.629
O 1.996 0.806 1.077
N 0.979 1.214 0.281
H -1.935 -1.297 0.064
H 1.349 1.760 -0.428
*
```

=====

x) Formula: C2H2N4O2
Source: the OMol25 dataset
Level of theory: the ωB97M-V functional and the def2-TZVPD basis

Results
SMILES   O/N=c1\nnnco1

ORCA input file:
```
! RIJCOSX wB97M-V def2-TZVPD def2/J DEFGRID3
* xyz 0 1
O 2.695 0.274 0.294
N 1.610 -0.638 -0.035
C 0.492 -0.218 -0.157
N 0.014 1.123 -0.307
N -1.226 1.321 -0.013
N -2.143 0.299 0.305
C -1.651 -0.829 0.060
O -0.299 -1.264 -0.167
H 2.193 1.200 -0.219
H -2.187 -1.728 0.140
*
```

=====

Of the structures shown above, w) is the most stable.